Computed, not measured: 8 unconnected molecules or ions with the total composition C29H81N9O8 at a distorted geometry, with wB97M-V/def2-TZVPD.

Summary:
Largest force on an atom (eV/Å): 3.69
Orbital gap (eV): 9.41
Net charge: 0
HOMO (eV): -9.04

Geometry (Å):
1 C 8.697 5.166 3.676
2 C 9.492 5.612 4.801
3 C 10.765 4.633 4.993
4 O 11.575 5.106 6.046
5 C 12.789 4.454 6.106
6 N 9.992 6.961 4.562
7 H 9.260 5.277 2.748
8 H 7.762 5.708 3.537
9 H 8.532 4.089 3.639
10 H 8.843 5.716 5.670
11 H 11.343 4.806 4.085
12 H 10.648 3.558 4.854
13 H 13.486 4.893 5.393
14 H 12.721 3.369 6.031
15 H 13.174 4.449 7.126
16 H 10.676 7.066 5.297
17 H 10.443 7.081 3.666
18 C -1.760 -10.685 -7.720
19 C -2.648 -9.903 -6.877
20 C -1.935 -9.078 -5.781
21 O -2.931 -8.355 -5.005
22 C -2.293 -7.733 -3.911
23 N -3.517 -9.026 -7.669
24 H -2.407 -11.281 -8.365
25 H -1.070 -11.400 -7.273
26 H -1.252 -10.055 -8.451
27 H -3.245 -10.703 -6.439
28 H -1.284 -8.377 -6.303
29 H -1.309 -9.729 -5.171
30 H -1.968 -8.490 -3.197
31 H -2.760 -6.864 -3.448
32 H -1.406 -7.201 -4.255
33 H -2.957 -8.359 -8.179
34 H -4.022 -8.477 -6.987
35 C -6.062 -2.020 -6.038
36 C -4.759 -1.508 -6.622
37 C -3.861 -0.642 -5.726
38 O -4.445 0.601 -5.277
39 C -3.505 1.739 -5.184
40 N -4.042 -2.662 -6.981
41 H -5.978 -2.649 -5.151
42 H -6.602 -2.589 -6.795
43 H -6.762 -1.213 -5.824
44 H -5.023 -0.918 -7.500
45 H -2.942 -0.294 -6.199
46 H -3.390 -1.054 -4.833
47 H -3.974 2.517 -4.581
48 H -3.378 2.382 -6.054
49 H -2.531 1.611 -4.711
50 H -3.855 -3.221 -6.160
51 H -3.182 -2.654 -7.510
52 C -4.500 5.212 3.227
53 C -4.332 5.777 1.786
54 C -5.089 7.047 1.500
55 O -5.178 7.240 0.068
56 C -5.929 8.374 -0.301
57 N -2.944 5.866 1.599
58 H -5.427 4.742 3.554
59 H -4.124 5.796 4.068
60 H -3.972 4.258 3.232
61 H -4.724 5.115 1.014
62 H -4.571 7.917 1.904
63 H -6.091 7.016 1.927
64 H -6.997 8.286 -0.102
65 H -5.796 8.387 -1.383
66 H -5.562 9.291 0.161
67 H -2.408 6.569 2.088
68 H -2.965 6.328 0.702
69 C 6.169 -5.278 -4.346
70 C 6.807 -6.239 -5.257
71 C 7.769 -7.250 -4.731
72 O 8.639 -6.632 -3.751
73 C 9.765 -5.914 -4.209
74 N 5.812 -6.962 -5.937
75 H 5.474 -4.520 -4.706
76 H 6.895 -4.725 -3.751
77 H 5.625 -5.832 -3.580
78 H 7.441 -5.726 -5.980
79 H 8.205 -7.685 -5.630
80 H 7.187 -8.006 -4.204
81 H 10.365 -5.500 -3.398
82 H 9.433 -5.074 -4.819
83 H 10.312 -6.554 -4.901
84 H 5.287 -7.597 -5.352
85 H 5.055 -6.372 -6.252
86 C 2.666 5.713 9.120
87 C 2.943 4.217 8.836
88 C 2.402 3.793 7.450
89 O 2.584 2.429 7.125
90 C 1.671 1.519 7.890
91 N 4.311 3.755 9.049
92 H 3.208 6.003 10.021
93 H 1.621 5.758 9.429
94 H 2.811 6.403 8.289
95 H 2.482 3.619 9.622
96 H 2.992 4.413 6.774
97 H 1.363 4.080 7.289
98 H 1.863 1.425 8.959
99 H 1.854 0.514 7.510
100 H 0.627 1.794 7.740
101 H 4.774 4.155 8.246
102 H 4.602 4.195 9.910
103 C -10.195 -1.212 1.327
104 C -9.338 -0.060 0.962
105 C -9.507 1.298 1.848
106 O -10.890 1.637 2.058
107 C -10.809 2.835 2.805
108 N -7.885 -0.264 0.921
109 H -9.959 -1.947 0.558
110 H -11.263 -1.065 1.170
111 H -10.041 -1.522 2.361
112 H -9.741 0.218 -0.012
113 H -8.905 2.120 1.459
114 H -9.112 0.991 2.816
115 H -10.575 3.597 2.062
116 H -10.095 2.695 3.616
117 H -11.729 3.164 3.288
118 H -7.455 0.634 0.754
119 H -7.548 -0.913 0.224
120 C 0.912 -0.774 0.802
121 O 0.704 -1.900 0.417
122 N -0.128 -0.030 1.133
123 N 2.064 -0.189 1.042
124 H -0.944 -0.618 1.039
125 H -0.038 0.975 1.160
126 H 2.156 0.400 1.857
127 H 2.767 -0.866 0.784

Löwdin atomic charge list, values in e, 99 entries:
1. C -0.11
2. C -0.44
3. C -0.18
4. O -0.19
5. C -0.14
6. N 0.03
7. H 0.08
8. H 0.09
9. H 0.08
10. H 0.14
11. H 0.11
12. H 0.12
13. H 0.10
14. H 0.09
15. H 0.09
16. H 0.06
17. H 0.07
18. C -0.10
19. C -0.48
20. C -0.18
21. O -0.19
22. C -0.13
23. N 0.05
24. H 0.08
25. H 0.09
26. H 0.08
27. H 0.14
28. H 0.12
29. H 0.12
30. H 0.09
31. H 0.09
32. H 0.08
33. H 0.07
34. H 0.06
35. C -0.07
36. C -0.46
37. C -0.19
38. O -0.20
39. C -0.10
40. N 0.02
41. H 0.08
42. H 0.08
43. H 0.07
44. H 0.14
45. H 0.11
46. H 0.12
47. H 0.07
48. H 0.08
49. H 0.08
50. H 0.08
51. H 0.08
52. C -0.06
53. C -0.46
54. C -0.19
55. O -0.20
56. C -0.12
57. N 0.03
58. H 0.06
59. H 0.08
60. H 0.07
61. H 0.14
62. H 0.12
63. H 0.12
64. H 0.08
65. H 0.09
66. H 0.08
67. H 0.08
68. H 0.07
69. C -0.07
70. C -0.53
71. C -0.18
72. O -0.20
73. C -0.11
74. N 0.03
75. H 0.08
76. H 0.08
77. H 0.09
78. H 0.14
79. H 0.13
80. H 0.13
81. H 0.09
82. H 0.08
83. H 0.09
84. H 0.08
85. H 0.08
86. C -0.06
87. C -0.46
88. C -0.22
89. O -0.19
90. C -0.05
91. N 0.04
92. H 0.07
93. H 0.07
94. H 0.07
95. H 0.12
96. H 0.12
97. H 0.12
98. H 0.07
99. H 0.08